DFT (the ωB97M-V functional and the def2-TZVPD basis) results for a molecular structure, C58H57F9NO7P3RbSi.

Last column: Mulliken charge in e.
Element x y z (Å)
Rb -11.457 -17.186 17.093  0.5404
C -12.240 -10.388 23.685  -0.8074
C -11.354 -11.407 23.725  -0.8160
C -10.941 -12.068 22.583  -0.6896
C -11.306 -11.631 21.345  0.6202
C -12.117 -10.529 21.221  -0.5060
C -12.575 -9.932 22.401  -0.4926
P -10.888 -12.654 19.933  0.5470
C -9.185 -13.311 20.380  0.7358
C -9.011 -14.702 20.300  -0.2072
C -7.778 -15.306 20.487  -0.5373
C -6.680 -14.544 20.945  -0.7214
C -6.896 -13.204 21.173  -0.7670
C -8.089 -12.565 20.839  0.3174
C -10.569 -11.386 18.660  0.1631
C -9.943 -10.168 19.005  -0.0644
C -9.841 -9.151 18.110  -0.8814
C -10.261 -9.397 16.758  -0.8068
C -10.561 -10.671 16.364  -0.0080
C -10.858 -11.674 17.338  -0.5944
Si -11.717 -13.439 16.730  0.7731
C -13.286 -12.776 15.799  0.4931
C -13.705 -11.465 15.913  -1.1112
C -14.976 -11.055 15.496  -0.6187
C -15.900 -11.923 14.889  -1.0685
C -15.451 -13.227 14.813  0.3206
C -14.218 -13.657 15.227  -0.9665
P -13.762 -15.448 15.192  1.5910
C -13.415 -15.992 13.489  0.4714
C -12.810 -17.250 13.244  -0.6992
C -12.592 -17.739 11.982  -0.6590
C -12.872 -16.933 10.895  -0.4564
C -13.481 -15.688 11.079  -0.6611
C -13.606 -15.175 12.374  -0.8307
C -15.319 -16.344 15.679  0.4107
C -15.793 -17.439 14.910  -0.4108
C -16.756 -18.255 15.442  -0.5107
C -17.291 -18.025 16.697  -0.5810
C -16.936 -16.870 17.422  -0.7000
C -15.856 -16.061 16.943  -0.3724
C -10.599 -13.663 15.155  1.2668
C -11.173 -13.601 13.863  -0.6921
C -10.423 -13.921 12.752  -0.8677
C -9.100 -14.324 12.802  -1.5459
C -8.516 -14.534 14.041  -0.6808
C -9.240 -14.079 15.152  0.4544
P -8.481 -14.107 16.865  0.5425
C -7.635 -12.425 16.795  0.7347
C -6.780 -12.119 17.863  -0.0154
C -5.937 -11.006 17.786  -0.7088
C -5.998 -10.185 16.647  -0.8756
C -6.932 -10.462 15.670  -0.5691
C -7.686 -11.593 15.724  -0.5469
C -7.079 -15.305 16.628  0.7652
C -6.030 -15.010 15.788  -0.6070
C -5.087 -16.003 15.520  -0.3603
C -5.206 -17.290 16.011  -0.8829
C -6.181 -17.532 16.980  -0.3936
C -7.124 -16.558 17.239  -0.0847
H -12.739 -9.974 24.520  0.4392
H -11.098 -11.913 24.714  0.2438
H -10.269 -12.913 22.687  0.3424
H -12.452 -10.134 20.259  0.3655
H -13.266 -9.127 22.151  0.3538
H -9.844 -15.351 19.989  0.2712
H -7.647 -16.374 20.328  0.6470
H -5.707 -15.005 21.123  0.3818
H -5.978 -12.636 21.536  0.1675
H -8.073 -11.465 20.858  0.1704
H -9.620 -10.027 20.042  0.1990
H -9.480 -8.166 18.429  0.3637
H -10.150 -8.559 16.057  0.3430
H -10.667 -10.902 15.328  0.4992
H -12.997 -10.884 16.525  0.2881
H -15.195 -10.017 15.657  0.4185
H -16.943 -11.662 14.677  0.3559
H -16.150 -13.986 14.373  0.2748
H -12.736 -17.876 14.101  0.7512
H -12.171 -18.716 11.871  0.4718
H -12.772 -17.305 9.898  0.4006
H -13.797 -15.065 10.223  0.3279
H -13.925 -14.201 12.466  0.5721
H -15.381 -17.571 13.884  0.2455
H -17.065 -19.096 14.840  0.3834
H -18.059 -18.654 17.057  0.4469
H -17.445 -16.759 18.413  0.2809
H -15.438 -15.237 17.524  0.4244
H -12.258 -13.465 13.781  0.6169
H -10.976 -13.948 11.820  0.3823
H -8.574 -14.547 11.896  0.3898
H -7.513 -14.955 14.122  0.4457
H -6.668 -12.775 18.758  0.1661
H -5.234 -10.770 18.590  0.4170
H -5.473 -9.241 16.557  0.3053
H -7.213 -9.799 14.862  0.3689
H -8.287 -11.833 14.899  0.3902
H -5.879 -13.911 15.544  0.1515
H -4.161 -15.771 14.917  0.2864
H -4.536 -18.032 15.706  0.5209
H -6.257 -18.539 17.517  0.2256
H -8.027 -16.865 17.863  0.2097
O -13.023 -19.790 16.865  -0.4823
H -12.091 -19.952 16.661  0.2320
H -13.075 -19.887 17.867  0.3528
O -10.203 -17.886 19.549  0.4983
H -10.125 -18.854 19.761  -0.1011
H -11.075 -17.541 19.748  0.1302
O -12.676 -20.062 19.673  -0.6928
H -13.074 -20.354 20.509  0.2776
H -11.741 -20.422 19.728  0.4042
O -10.063 -20.345 16.863  -0.5473
H -9.450 -20.804 16.243  0.2232
H -9.805 -20.701 17.708  0.2031
O -9.658 -17.642 14.531  -0.4525
H -8.954 -17.580 13.900  0.2763
H -10.094 -16.764 14.379  0.0882
O -12.314 -16.274 19.707  -0.6734
H -12.191 -15.352 19.359  0.1893
H -12.228 -16.229 20.673  0.1637
N -11.533 -15.705 22.627  -0.6267
H -10.540 -15.818 22.614  0.2382
H -11.866 -15.863 23.586  0.2209
H -11.749 -14.750 22.358  0.2220
F -8.657 -19.016 21.499  -0.0603
C -8.854 -20.277 21.812  0.3563
F -7.784 -20.662 22.614  -0.3151
F -9.954 -20.315 22.595  -0.2904
C -9.078 -21.220 20.557  0.8324
O -9.984 -20.658 19.738  -0.7274
C -9.569 -22.598 21.009  0.5018
F -9.429 -23.515 20.036  -0.2705
F -10.857 -22.515 21.361  -0.2539
F -8.921 -23.098 22.083  -0.2765
C -7.708 -21.443 19.838  0.4874
F -7.050 -20.243 19.689  -0.2627
F -7.951 -22.020 18.655  -0.2618
F -6.824 -22.232 20.488  -0.2796

Properties
largest force on an atom: 3.6 eV Å⁻¹
charge: -1
E_tot: -5062.3831 Ha